(1)
ORCA calculation (ωB97M-V/def2-TZVPD) on an isolated molecule of C2H3IS.

## Properties
net charge = 0
HOMO = -9.0 eV
SMILES string = CC(=S)I

Element x y z (Å)
C  0.628  -0.301  0.074
C  -0.630  0.461  -0.072
S  -0.638  2.094  -0.388
I  -2.277  -0.820  0.115
H  0.633  -1.336  -0.237
H  1.066  -0.331  1.157
H  1.218  0.232  -0.649

=====

(2)
ORCA calculation (ωB97M-V/def2-TZVPD) on a structure of composition C2H3IS.

## Properties
net charge = 0
HOMO (spin up / spin down) = -8.6 / -8.6 eV

Element x y z (Å)
C  0.037  -0.611  0.487
C  -0.095  0.758  0.138
S  0.052  -1.663  1.692
I  0.360  -1.812  -2.122
H  0.776  0.974  -0.408
H  -0.355  1.322  1.034
H  -0.775  1.031  -0.822

=====

Asked for largest force on an atom across the records above, the calculation gives 2.46, 4.06 eV/Å in order.
Asked for energy above the lowest of the compared OMol25 structures with the same formula, charge and spin across the records above, the calculation gives 0.0875, 1.2864 eV in order.